Record 1
A molecular structure, C32H45CaN3O2STe, computed with the ωB97M-V functional and the def2-TZVPD basis.

Output
**2S+1**: 2
**Total energy**: -2904.8078 a.u.
**Energy relative to the best compared isomer or geometry (same formula, charge and spin)**: 0.172 eV
**Charge**: +1
**HOMO level (spin up / spin down)**: -0.3557 / -0.3654 Ha
**LUMO energy (spin up / spin down)**: -2.1 / -3.3 eV
**<S²>**: 0.763

Each line ends with the Löwdin spin population.
Element x y z (Å)
Ca  -2.1999  -0.5990  -1.4439  0.02
N  -3.8141  1.0074  -0.4887  0.00
C  -4.8827  1.4467  -1.4193  0.00
C  -4.3273  2.1394  -2.6585  0.00
C  -3.6667  1.2716  -3.7298  0.00
N  -2.2444  0.9344  -3.4161  0.00
H  -4.2223  0.5410  0.3166  0.00
H  -3.3326  1.8178  -0.1069  0.00
H  -5.5902  2.1120  -0.9213  0.00
H  -5.4407  0.5558  -1.7167  0.00
H  -3.6319  2.9318  -2.3550  0.00
H  -5.1586  2.6621  -3.1358  0.00
H  -3.7207  1.8005  -4.6825  0.00
H  -4.2127  0.3333  -3.8489  0.00
H  -1.6905  1.7859  -3.4153  0.00
H  -1.8780  0.3924  -4.1956  0.00
O  -3.6529  -2.0468  -2.2661  0.00
S  -3.4310  -3.5128  -1.7670  0.00
C  -4.8525  -4.4314  -2.3502  0.00
C  -4.3000  -5.6868  -3.0173  0.00
C  -3.0974  -5.2150  -3.8354  0.00
C  -2.2837  -4.3071  -2.9123  0.00
H  -5.3322  -3.7581  -3.0647  0.00
H  -5.5233  -4.6133  -1.5136  0.00
H  -5.0666  -6.1664  -3.6239  0.00
H  -3.9825  -6.4114  -2.2642  0.00
H  -3.4369  -4.6607  -4.7118  0.00
H  -2.4859  -6.0434  -4.1893  0.00
H  -1.7543  -3.4924  -3.4036  0.00
H  -1.5587  -4.8341  -2.2929  0.00
C  2.5275  6.3182  4.4234  0.00
C  1.9727  5.1286  3.6879  0.00
C  2.1315  5.0073  2.3139  0.01
C  1.6358  3.9163  1.6058  0.02
C  1.8595  3.8683  0.1159  0.01
C  0.9722  2.9079  2.3198  0.08
Te  0.0729  1.3344  1.1994  0.25
N  -1.1503  -0.6431  0.5550  0.48
C  -0.5324  -1.7412  0.1731  0.03
O  -0.8196  -2.2853  -0.9929  0.04
C  0.5218  -2.4399  0.9646  0.01
C  1.4919  -3.1807  0.2970  0.00
C  2.4915  -3.8174  1.0167  0.00
C  2.5018  -3.7445  2.4052  0.00
C  1.5167  -3.0275  3.0705  0.00
C  0.5343  -2.3628  2.3518  0.00
C  1.8690  0.5443  0.3950  0.00
C  2.9338  0.2505  1.2538  0.01
C  2.9086  0.4217  2.7472  0.01
C  4.1191  -0.2309  0.6932  0.00
C  4.2802  -0.4145  -0.6662  0.00
C  5.5751  -0.9257  -1.2362  0.00
C  3.2056  -0.1138  -1.4954  0.00
C  2.0004  0.3531  -0.9933  0.00
C  0.8834  0.5808  -1.9817  0.00
C  0.7817  3.0069  3.7049  0.00
C  0.0780  1.9718  4.5458  0.01
C  1.2911  4.1258  4.3594  0.00
H  2.9435  7.0509  3.7332  0.00
H  3.3228  6.0266  5.1118  0.00
H  1.7562  6.8129  5.0155  0.00
H  2.6569  5.7872  1.7729  0.00
H  2.4127  4.7474  -0.2109  0.00
H  0.9173  3.8433  -0.4378  0.00
H  2.4274  2.9846  -0.1830  0.00
H  1.4655  -3.2338  -0.7826  0.00
H  3.2638  -4.3791  0.5072  0.00
H  3.2750  -4.2530  2.9669  0.00
H  1.5242  -2.9880  4.1526  0.00
H  -0.2368  -1.7987  2.8610  0.00
H  1.9176  0.2798  3.1701  0.00
H  3.2450  1.4212  3.0315  0.00
H  3.5692  -0.3101  3.2113  0.00
H  4.9420  -0.4709  1.3587  0.00
H  6.2881  -1.1690  -0.4498  0.00
H  6.0416  -0.1846  -1.8877  0.00
H  5.4140  -1.8259  -1.8321  0.00
H  3.3062  -0.2568  -2.5668  0.00
H  1.2813  0.7361  -2.9845  0.00
H  0.2642  1.4413  -1.7201  0.00
H  0.2757  -0.3296  -2.0273  0.00
H  -0.5572  1.2954  3.9746  0.01
H  -0.5500  2.4495  5.2981  0.00
H  0.7996  1.3492  5.0811  0.00
H  1.1509  4.2123  5.4329  0.00

Record 2
A molecular structure, C32H45N6O12SiTi, computed with the ωB97M-V functional and the def2-TZVPD basis.

Output
**Total energy**: -3617.3920 a.u.
**Energy relative to the best compared isomer or geometry (same formula, charge and spin)**: 0.000 eV
**Charge**: -1
**HOMO level**: -0.2224 Ha
**LUMO energy**: 2.1 eV

Each line ends with the Löwdin charge.
Element x y z (Å)
Ti  -0.2934  -0.3643  0.0451  1.22
O  -4.2855  -0.7907  -1.1087  0.07
C  -3.2100  -0.4948  -0.6251  -0.54
O  -2.0457  -0.9648  -0.9488  -0.09
C  -3.1266  0.5707  0.4468  -0.16
C  -4.1454  1.4103  0.8515  0.03
C  -3.8402  2.4209  1.7576  -0.03
C  -2.5430  2.5680  2.2387  0.03
C  -1.5996  1.6580  1.8073  -0.14
N  -1.9153  0.7048  0.9544  0.07
C  -0.1191  1.6811  2.0987  -0.53
O  0.3668  2.4425  2.9019  0.09
O  0.5263  0.8078  1.3612  -0.11
H  -5.1315  1.2810  0.4278  0.12
H  -4.6122  3.1132  2.0711  0.11
H  -2.2539  3.3579  2.9178  0.12
O  -1.4393  1.9306  -3.2112  0.07
C  -0.9261  1.1636  -2.4185  -0.57
O  -0.7725  1.3196  -1.1459  -0.10
C  -0.2369  -0.0942  -2.9056  -0.16
C  -0.1273  -0.5501  -4.1988  0.03
C  0.7474  -1.6103  -4.4311  -0.02
C  1.4954  -2.1590  -3.3943  0.01
C  1.2836  -1.6698  -2.1209  -0.15
N  0.4112  -0.6980  -1.9202  0.08
C  1.9961  -2.0227  -0.8331  -0.56
O  2.9134  -2.8161  -0.8228  0.08
O  1.5261  -1.3250  0.1571  -0.11
H  -0.6779  -0.0570  -4.9871  0.12
H  0.8763  -1.9876  -5.4383  0.11
H  2.2249  -2.9409  -3.5513  0.12
C  0.5533  -2.4960  3.9729  -0.02
C  0.4997  -3.8632  3.3053  -0.63
C  1.7039  -4.0724  2.3966  -0.01
C  0.4109  -4.9615  4.3515  -0.04
O  -0.7102  -3.9815  2.5392  -0.10
Si  -1.1795  -3.2427  1.1539  0.08
O  -0.8398  -1.6601  1.2122  -0.27
O  -0.4286  -3.8422  -0.1717  -0.08
C  -0.6659  -5.0849  -0.8518  -0.62
C  -1.6971  -4.8102  -1.9368  -0.01
C  0.6648  -5.5123  -1.4455  -0.02
C  -1.1593  -6.1564  0.1172  -0.03
O  -2.7614  -3.6265  1.0165  -0.09
C  -3.8248  -3.5013  1.9702  -0.63
C  -3.8443  -4.7707  2.8151  -0.03
C  -5.1007  -3.3622  1.1604  -0.02
C  -3.6137  -2.2768  2.8555  -0.01
H  1.4488  -2.4196  4.5949  0.09
H  -0.3230  -2.3525  4.6106  0.09
H  0.5831  -1.6980  3.2313  0.08
H  2.6207  -4.1069  2.9913  0.09
H  1.8061  -3.2685  1.6647  0.07
H  1.6081  -5.0168  1.8545  0.08
H  1.2835  -4.9367  5.0081  0.08
H  0.3631  -5.9403  3.8689  0.08
H  -0.4883  -4.8326  4.9578  0.08
H  -1.3224  -4.0428  -2.6178  0.08
H  -2.6236  -4.4432  -1.4929  0.09
H  -1.9090  -5.7178  -2.5095  0.09
H  1.0149  -4.7851  -2.1771  0.07
H  0.5598  -6.4821  -1.9381  0.09
H  1.4255  -5.5850  -0.6665  0.09
H  -2.1254  -5.8916  0.5508  0.07
H  -0.4444  -6.2962  0.9312  0.08
H  -1.2652  -7.1026  -0.4178  0.09
H  -4.0575  -5.6386  2.1863  0.08
H  -4.6154  -4.7070  3.5877  0.08
H  -2.8747  -4.9158  3.2933  0.07
H  -5.2098  -4.2229  0.4971  0.09
H  -5.0789  -2.4604  0.5458  0.07
H  -5.9662  -3.3241  1.8273  0.09
H  -2.7412  -2.4045  3.5005  0.08
H  -4.4908  -2.1189  3.4869  0.09
H  -3.4609  -1.3803  2.2485  0.08
C  3.2107  1.9856  0.0128  -0.16
N  2.0702  2.0808  -0.8942  -0.09
C  1.4334  3.3842  -0.7125  -0.16
N  2.3715  4.4903  -0.9805  -0.08
C  3.5174  4.3365  -0.0769  -0.18
N  4.2003  3.0480  -0.2376  -0.09
C  4.6316  2.9408  -1.6340  -0.19
N  3.5214  3.0528  -2.5892  -0.09
C  2.5513  1.9918  -2.2673  -0.17
C  2.8573  4.3424  -2.3554  -0.18
H  3.6876  1.0116  -0.1154  0.13
H  2.8477  2.0581  1.0387  0.12
H  1.0851  3.4636  0.3193  0.12
H  0.5743  3.4579  -1.3801  0.12
H  3.1652  4.4202  0.9527  0.13
H  4.2326  5.1400  -0.2715  0.12
H  5.1209  1.9751  -1.7778  0.12
H  5.3547  3.7337  -1.8415  0.12
H  3.0328  1.0209  -2.4141  0.13
H  1.7024  2.0741  -2.9510  0.12
H  2.0095  4.4290  -3.0380  0.12
H  3.5658  5.1462  -2.5713  0.12

Record 3
A molecular structure, C32H46AuGeO6P2S3Sb, computed with the ωB97M-V functional and the def2-TZVPD basis.

Output
**2S+1**: 2
**Total energy**: -6028.7938 a.u.
**Energy relative to the best compared isomer or geometry (same formula, charge and spin)**: 0.000 eV
**Charge**: -1
**HOMO level (spin up / spin down)**: -0.1333 / -0.1334 Ha
**LUMO energy (spin up / spin down)**: 2.1 / 2.1 eV
**<S²>**: 0.760

Each line ends with the Löwdin spin population.
Element x y z (Å)
Au  1.7451  0.5720  -0.7679  0.05
S  3.6496  3.2621  -4.1970  0.00
Sb  3.8080  3.1211  -1.9269  0.00
S  3.9756  0.7041  -1.3544  -0.01
S  1.4845  2.9308  -1.0979  -0.02
C  -3.7132  3.3974  1.0723  0.00
C  -2.7480  3.5229  -0.0925  0.00
C  -1.7825  4.6889  0.0463  0.00
O  -2.0315  2.3008  -0.3476  0.00
P  -1.2807  1.2937  0.6071  0.00
O  -0.5207  0.3463  -0.2319  0.03
C  -0.3149  2.2234  1.7950  0.00
P  0.5826  1.1968  2.9815  0.00
O  1.2900  0.0609  2.3952  0.00
O  -0.5080  0.7339  4.0419  0.00
C  -1.1479  1.6279  4.9689  0.00
C  -0.5329  1.4209  6.3398  0.00
C  -2.6341  1.3284  4.9337  0.00
O  1.4180  2.2329  3.8471  0.00
C  2.6331  2.9511  3.4661  0.00
C  3.5373  2.1400  2.5612  0.00
C  2.2678  4.2940  2.8606  0.00
O  -2.3717  0.6048  1.5228  0.00
C  -2.9745  -0.6759  1.2043  0.00
C  -3.4766  -0.7106  -0.2263  0.00
C  -1.9896  -1.7839  1.5193  0.00
H  -4.2865  4.3203  1.1591  0.00
H  -3.1850  3.2338  2.0119  0.00
H  -4.4033  2.5678  0.9254  0.00
H  -3.3231  3.6573  -1.0119  0.00
H  -1.3530  4.7416  1.0461  0.00
H  -2.3097  5.6245  -0.1437  0.00
H  -0.9690  4.5890  -0.6703  0.00
H  -0.9343  2.9290  2.3493  0.00
H  0.4175  2.7594  1.1768  0.00
H  -0.9705  2.6613  4.6511  0.00
H  -0.6898  0.3904  6.6606  0.00
H  -0.9938  2.0910  7.0670  0.00
H  0.5372  1.6165  6.3056  0.00
H  -2.8185  0.3192  5.3049  0.00
H  -3.0108  1.3936  3.9135  0.00
H  -3.1751  2.0366  5.5627  0.00
H  3.1210  3.1102  4.4317  0.00
H  3.0924  2.0019  1.5763  0.00
H  3.7420  1.1563  2.9778  0.00
H  4.4778  2.6768  2.4280  0.00
H  1.8685  4.1733  1.8542  0.00
H  3.1645  4.9080  2.7822  0.00
H  1.5402  4.8174  3.4826  0.00
H  -3.8198  -0.7218  1.8974  0.00
H  -2.6475  -0.6359  -0.9329  0.00
H  -4.1735  0.1047  -0.4219  0.00
H  -3.9885  -1.6566  -0.4037  0.00
H  -1.1298  -1.7238  0.8529  0.00
H  -2.4758  -2.7512  1.3846  0.00
H  -1.6354  -1.7001  2.5457  0.00
C  1.7585  -1.4358  -0.6024  0.74
Ge  1.1504  -2.3807  -2.1501  0.09
C  -0.6973  -1.8894  -2.6045  0.02
C  -1.7248  -2.8288  -2.5853  0.00
C  -3.0285  -2.4697  -2.9039  0.00
C  -3.3235  -1.1555  -3.2328  0.00
C  -2.3136  -0.2027  -3.2346  0.00
C  -1.0128  -0.5676  -2.9241  0.00
C  2.3199  -1.9207  -3.6446  0.01
C  1.9007  -1.1759  -4.7422  0.00
C  2.8142  -0.7170  -5.6811  0.00
C  4.1591  -1.0180  -5.5438  0.00
C  4.5881  -1.7883  -4.4729  0.00
C  3.6754  -2.2251  -3.5272  0.00
C  1.2133  -4.3311  -1.9182  0.00
C  1.5245  -4.9196  -0.6960  0.00
C  1.6130  -6.3000  -0.5676  0.00
C  1.3914  -7.1135  -1.6677  0.00
C  1.0812  -6.5431  -2.8946  0.00
C  0.9966  -5.1644  -3.0152  0.00
H  1.7334  -1.8297  0.4080  0.05
H  -1.5058  -3.8573  -2.3223  0.00
H  -3.8132  -3.2173  -2.8979  0.00
H  -4.3390  -0.8724  -3.4815  0.00
H  -2.5369  0.8299  -3.4720  0.00
H  -0.2422  0.1950  -2.9152  0.00
H  0.8537  -0.9256  -4.8595  0.00
H  2.4800  -0.0955  -6.5017  0.00
H  4.8748  -0.6253  -6.2541  0.00
H  5.6404  -2.0161  -4.3543  0.00
H  4.0262  -2.7921  -2.6719  0.00
H  1.7050  -4.2912  0.1673  0.00
H  1.8605  -6.7404  0.3908  0.00
H  1.4656  -8.1896  -1.5722  0.00
H  0.9127  -7.1742  -3.7590  0.00
H  0.7658  -4.7265  -3.9796  0.00